{"formula": "C44H81Cl2N7O28", "method": "wB97M-V/def2-TZVPD", "total_energy_ev": -139748.2977, "spin_multiplicity": 1, "species": ["C", "C", "O", "C", "O", "O", "H", "H", "H", "H", "C", "C", "O", "C", "O", "O", "H", "H", "H", "H", "C", "C", "O", "C", "O", "O", "H", "H", "H", "H", "C", "C", "O", "C", "O", "O", "H", "H", "H", "H", "C", "C", "O", "C", "O", "O", "H", "H", "H", "H", "C", "C", "O", "C", "O", "O", "H", "H", "H", "H", "C", "C", "O", "C", "O", "O", "H", "H", "H", "H", "C", "C", "O", "N", "C", "H", "H", "H", "H", "H", "H", "H", "C", "C", "O", "N", "C", "H", "H", "H", "H", "H", "H", "H", "C", "C", "O", "N", "C", "H", "H", "H", "H", "H", "H", "H", "C", "C", "O", "N", "C", "H", "H", "H", "H", "H", "H", "H", "C", "C", "O", "N", "C", "H", "H", "H", "H", "H", "H", "H", "C", "C", "O", "N", "C", "H", "H", "H", "H", "H", "H", "H", "C", "C", "O", "N", "C", "H", "H", "H", "H", "H", "H", "H", "Cl", "C", "C", "Cl", "H", "H", "H", "H"], "xyz": [[29.3518, 19.3400, 6.1290], [30.6744, 19.6363, 5.3803], [30.6831, 21.0126, 5.3360], [29.5367, 21.4606, 5.7667], [29.2313, 22.6251, 5.5637], [28.6873, 20.5284, 6.1664], [29.5092, 18.9435, 7.1320], [28.7556, 18.5633, 5.6498], [30.7422, 19.1448, 4.4098], [31.4635, 19.2573, 6.0298], [33.4593, 14.2516, 8.3475], [32.3966, 14.6913, 7.3130], [32.3340, 16.0971, 7.2545], [33.3211, 16.5652, 7.9613], [33.6925, 17.7583, 7.9950], [34.0946, 15.5493, 8.4861], [34.1440, 13.5228, 7.9138], [33.1050, 13.9129, 9.3211], [31.4476, 14.2789, 7.6557], [32.6018, 14.2772, 6.3258], [26.0367, 23.7605, 8.6348], [26.6330, 22.4011, 8.1758], [25.5950, 21.6939, 7.6987], [24.4230, 22.1965, 8.0994], [23.3055, 21.5965, 8.0674], [24.6212, 23.4417, 8.5675], [26.2806, 24.6015, 7.9857], [26.2781, 23.9751, 9.6758], [27.0249, 21.8634, 9.0392], [27.3853, 22.5548, 7.4021], [26.9088, 12.9735, 1.6982], [28.2618, 13.6012, 1.6456], [28.6852, 13.7601, 2.9629], [27.9373, 12.9433, 3.6730], [28.0756, 12.8254, 4.8901], [26.9515, 12.3940, 2.9691], [26.7571, 12.1715, 0.9758], [26.1915, 13.7801, 1.5464], [28.1393, 14.5861, 1.1950], [28.9659, 13.0166, 1.0535], [22.9075, 18.0107, 8.1540], [23.9044, 17.1475, 7.3998], [24.1565, 16.1610, 8.3477], [23.3080, 16.1903, 9.3694], [23.3329, 15.4195, 10.3360], [22.4661, 17.2308, 9.2628], [22.1178, 18.2917, 7.4572], [23.3989, 18.9315, 8.4683], [24.8249, 17.7252, 7.3156], [23.4654, 16.7807, 6.4720], [25.9602, 21.4040, 13.2304], [25.1696, 21.2595, 11.9777], [23.8602, 20.9956, 12.3734], [23.8565, 20.9508, 13.7014], [22.8412, 20.8113, 14.4483], [25.0377, 21.0125, 14.1950], [26.2801, 22.4341, 13.3871], [26.8881, 20.8364, 13.1589], [25.5144, 20.4495, 11.3350], [25.1948, 22.1874, 11.4064], [32.2247, 20.7298, 10.0583], [31.4535, 20.3670, 8.8257], [30.1387, 20.8345, 9.1113], [29.9571, 21.0350, 10.4428], [28.8485, 21.1566, 10.9538], [31.1856, 20.7958, 11.0261], [32.7803, 21.6640, 9.9766], [32.9369, 19.9091, 10.1443], [31.5203, 19.3013, 8.6064], [31.9442, 20.8788, 7.9978], [31.3084, 11.8486, 5.1535], [30.9295, 11.5455, 6.5513], [31.6812, 10.8292, 7.2654], [29.7863, 12.0800, 7.0609], [29.4114, 11.8123, 8.4869], [32.3226, 11.5544, 4.8834], [31.4072, 12.8822, 4.8220], [30.6309, 11.3925, 4.4316], [29.1522, 12.5601, 6.4384], [30.0850, 12.4699, 9.0364], [29.7132, 10.7784, 8.6541], [28.3833, 12.0662, 8.7452], [30.7223, 17.6008, 11.0845], [30.4925, 16.1758, 10.8314], [29.6330, 15.7816, 10.0254], [31.1633, 15.2478, 11.5725], [30.9993, 13.8351, 11.6046], [30.3923, 17.8196, 12.1000], [30.1373, 18.2690, 10.4526], [31.7899, 17.8207, 11.0743], [31.7699, 15.6327, 12.2824], [30.9887, 13.4371, 10.5899], [30.0309, 13.5499, 12.0156], [31.7982, 13.3870, 12.1953], [27.3827, 17.8000, -0.3795], [26.6956, 16.9211, 0.7236], [25.8030, 16.1403, 0.4572], [27.0486, 17.1903, 1.9627], [26.3939, 16.5436, 3.0743], [27.6867, 18.7763, -0.0019], [26.7871, 18.0234, -1.2646], [28.1206, 17.1763, -0.8842], [27.8399, 17.7968, 2.1242], [25.7705, 15.6641, 2.9133], [25.7343, 17.2496, 3.5788], [27.1384, 16.2697, 3.8217], [24.4011, 12.9936, 6.4948], [23.3839, 12.9848, 7.5522], [23.7353, 12.6260, 8.6741], [22.1440, 13.3461, 7.1993], [21.0401, 13.2077, 8.1111], [24.8425, 12.0284, 6.2466], [25.2138, 13.6000, 6.8948], [24.0062, 13.4475, 5.5859], [21.9098, 13.6707, 6.2720], [20.2826, 13.9299, 7.8067], [21.2551, 13.5596, 9.1201], [20.6607, 12.1859, 8.1207], [22.8338, 21.2846, 3.7562], [24.0674, 21.9033, 4.4243], [24.1612, 23.1160, 4.4697], [25.0970, 21.1968, 4.8756], [25.2680, 19.7235, 4.9337], [22.0863, 21.1969, 4.5447], [23.1101, 20.2964, 3.3883], [22.4738, 21.8637, 2.9059], [25.8695, 21.6132, 5.3755], [24.4777, 19.2952, 5.5502], [26.1778, 19.5681, 5.5137], [25.2413, 19.4132, 3.8892], [30.1499, 16.2852, 4.5234], [30.0894, 16.8398, 3.1042], [29.5613, 17.8772, 2.8294], [30.7531, 16.1339, 2.1779], [30.8129, 16.4016, 0.7413], [29.2008, 16.5389, 4.9956], [30.8835, 16.8881, 5.0586], [30.3153, 15.2093, 4.5797], [31.2197, 15.2688, 2.4103], [31.5933, 15.8731, 0.1937], [31.0470, 17.4576, 0.6068], [29.8466, 16.0851, 0.3486], [28.1150, 15.3703, 7.3836], [27.4522, 16.6879, 7.6084], [27.0062, 17.2718, 6.6019], [27.5041, 17.2056, 8.8321], [27.0829, 18.5368, 9.2160], [29.1655, 15.5358, 7.1445], [27.6374, 14.8690, 6.5417], [27.9953, 14.6307, 8.1752], [27.8695, 16.5819, 9.5375], [26.0309, 18.5675, 9.4999], [27.2015, 19.2683, 8.4166], [27.5967, 18.8568, 10.1224], [29.2269, 16.6075, 14.4374], [27.7014, 15.8405, 14.2596], [26.9741, 16.2125, 12.9246], [26.5255, 17.9188, 13.0581], [27.0221, 16.1058, 15.0697], [27.8023, 14.7751, 14.4667], [26.0625, 15.6478, 12.7291], [27.5208, 16.0293, 11.9996]], "mulliken_charge": [1.1235, 0.0911, -0.3929, 0.1257, -0.6514, 0.4108, -0.4799, -0.5592, 0.0441, 0.2577, -0.2195, 0.4713, -0.0594, 0.4159, -0.6396, -0.4111, 0.3581, 0.1178, -0.2832, 0.2263, -0.4884, 0.5590, 0.4030, 0.4833, -0.6366, -0.4285, 0.3209, 0.3375, -0.2545, -0.2004, -0.5556, 0.2448, -0.0294, 0.3463, -0.7083, -0.3775, 0.3439, 0.2462, -0.3207, 0.3891, -0.1292, 0.7840, -0.3248, 0.5303, -0.6194, -0.3805, 0.3681, 0.0916, -0.7626, 0.2844, -0.3786, 0.8542, -0.3315, 0.5768, -0.6529, -0.3275, 0.3494, 0.2672, -0.4365, 0.0345, -0.7276, 0.5135, -0.0920, 0.3116, -0.4135, -0.3745, 0.2883, 0.3599, -0.3483, 0.5371, -0.7131, 0.7788, -0.7383, 0.4466, -0.8398, 0.3984, -0.1956, 0.2846, 0.2201, 0.0282, 0.4089, 0.3143, -0.0496, 0.1851, -0.7165, 0.0600, -0.4228, 0.3033, -0.7509, 0.4668, 0.2546, -0.3059, 0.2373, 0.3783, -1.2292, 0.7201, -0.6639, 0.3992, -0.5756, 0.3183, 0.3962, 0.2128, 0.1526, 0.3805, 0.0445, -0.1058, -0.6551, 0.6828, -0.6644, -0.1466, -0.9129, 0.3483, -0.1324, 0.3130, 0.2522, 0.3755, 0.2658, 0.3013, -1.0211, 0.8537, -0.7004, 0.2065, -1.2323, 0.1932, 0.2809, 0.3538, 0.0033, 0.3333, 0.0003, 0.6117, 1.4199, 0.4059, -0.8352, -0.0943, -0.8565, -1.1462, 0.4177, -0.4156, 0.2461, 0.3741, 0.2821, 0.1230, -0.3448, 0.3473, -0.0261, 1.0463, -0.4849, -0.6090, 0.1160, 0.8460, -0.3030, 0.0275, -0.2337, 0.2039, -0.1556, -0.5601, -0.1685, -0.0276, 0.4238, 0.3865, 0.3987, -0.2686]}